Density functional theory data (wB97M-V/def2-TZVPD) for a structure of composition C25H75F3FeN7O13 in a non-equilibrium geometry.

Values from the calculation:
- Multiplicity: 6
- Total charge: +2
- Gap between HOMO and LUMO (spin up / spin down): 4.614 / 1.351 eV

```
124
C25H75F3FeN7O13 wB97M-V/def2-TZVPD
Fe -28.988 8.022 8.186
C -26.005 9.640 8.792
O -26.135 10.385 9.970
O -27.256 9.042 8.540
C -25.474 10.645 7.741
F -26.381 11.708 7.540
F -24.293 11.179 8.106
F -25.282 10.048 6.545
C -25.082 10.819 10.790
C -24.867 12.380 10.807
H -24.433 12.722 9.867
H -25.766 12.992 10.885
H -24.213 12.643 11.639
H -24.136 10.280 10.747
H -25.502 10.670 11.785
H -25.214 8.903 8.931
C -29.662 14.363 8.046
C -30.032 12.882 7.583
C -29.810 12.642 6.084
O -30.465 11.444 5.662
C -30.706 11.441 4.275
N -29.130 12.092 8.369
H -30.289 15.150 7.626
H -28.614 14.564 7.826
H -29.678 14.396 9.136
H -31.082 12.679 7.792
H -28.760 12.537 5.812
H -30.269 13.531 5.651
H -31.316 12.298 3.988
H -31.295 10.640 3.828
H -29.735 11.417 3.779
H -29.255 12.398 9.324
H -28.146 12.258 8.211
C -28.120 15.521 3.618
C -26.661 15.579 4.069
C -26.375 15.180 5.499
O -24.954 15.249 5.561
C -24.319 14.392 6.468
N -25.922 14.849 3.058
H -28.358 15.642 2.561
H -28.791 16.186 4.162
H -28.471 14.566 4.011
H -26.330 16.609 3.931
H -26.955 14.308 5.803
H -26.762 15.911 6.209
H -23.240 14.425 6.312
H -24.575 13.337 6.376
H -24.696 14.701 7.442
H -26.208 13.881 3.090
H -24.941 14.831 3.294
C -24.675 16.116 12.282
C -24.695 17.489 12.895
C -24.927 17.405 14.450
O -24.836 18.603 15.215
C -25.942 19.524 15.031
N -23.519 18.289 12.638
H -25.593 15.583 12.530
H -23.839 15.472 12.555
H -24.726 16.292 11.207
H -25.494 18.045 12.405
H -24.200 16.729 14.899
H -25.894 16.942 14.645
H -25.830 19.970 14.043
H -25.873 20.210 15.875
H -26.851 18.924 15.068
H -22.686 17.769 12.403
H -23.324 18.646 13.562
C -17.993 9.535 6.702
C -17.817 10.774 5.758
C -19.009 11.812 5.895
O -20.277 11.237 5.617
C -21.296 11.905 6.384
N -16.628 11.513 6.121
H -18.339 9.834 7.691
H -17.063 8.973 6.787
H -18.773 8.879 6.318
H -17.828 10.408 4.731
H -18.893 12.621 5.173
H -18.852 12.315 6.849
H -21.273 11.507 7.398
H -22.312 11.683 6.058
H -21.189 12.990 6.371
H -16.381 12.042 5.296
H -15.795 10.944 6.093
C -26.814 6.131 12.272
C -27.251 7.506 12.816
C -26.092 8.111 13.619
O -24.988 8.393 12.806
C -23.881 9.022 13.489
N -27.683 8.332 11.681
H -25.813 6.113 11.842
H -27.427 5.724 11.468
H -26.801 5.398 13.079
H -28.106 7.536 13.492
H -25.781 7.618 14.540
H -26.431 9.066 14.021
H -23.643 8.198 14.161
H -24.132 9.886 14.104
H -23.211 9.299 12.674
H -27.017 8.539 10.950
H -28.018 9.226 12.009
O -24.409 7.468 5.272
H -25.110 7.782 4.702
H -24.862 7.006 5.977
O -28.307 7.389 6.339
H -28.593 6.564 5.947
H -28.042 7.929 5.595
O -28.089 6.348 8.908
H -27.227 6.299 9.322
H -28.309 5.440 8.701
O -29.907 9.605 7.470
H -30.789 9.499 7.113
H -29.754 10.549 7.454
O -25.137 5.874 9.136
H -25.073 4.934 8.971
H -24.271 6.217 8.917
C -25.173 11.305 3.103
O -25.468 10.103 2.970
N -24.860 11.869 4.221
N -24.928 12.162 2.126
H -24.634 11.288 5.016
H -24.588 12.841 4.244
H -25.170 11.834 1.202
H -24.163 12.816 2.212
```

---

Density functional theory data (wB97M-V/def2-TZVPD) for a cluster of 10 separate species, C25H75N5O10 in total in a non-equilibrium geometry.

Values from the calculation:
- Total charge: 0
- Relative energy (zero: lowest compared OMol25 entry of this formula, charge and spin): 22.0 kcal per mole
- Gap between HOMO and LUMO: 9.327 eV

```
115
C25H75N5O10 wB97M-V/def2-TZVPD
C 1.092 -2.596 -3.582
C 0.024 -3.178 -4.481
C -1.292 -3.466 -3.758
O -0.976 -4.361 -2.705
C -2.161 -4.833 -2.035
N -0.227 -2.287 -5.608
H 1.452 -3.370 -2.927
H 0.681 -1.824 -2.937
H 1.820 -2.166 -4.262
H 0.396 -4.127 -4.815
H -1.966 -4.010 -4.495
H -1.826 -2.613 -3.357
H -2.693 -5.524 -2.728
H -2.839 -4.045 -1.843
H -1.826 -5.318 -1.117
H -0.534 -1.355 -5.339
H -0.917 -2.677 -6.199
C 0.356 -0.045 3.215
C 1.593 0.764 2.934
C 2.813 0.100 3.727
O 4.020 0.652 3.345
C 4.395 1.911 3.948
N 1.872 0.877 1.436
H 0.202 -0.317 4.259
H 0.333 -1.052 2.723
H -0.456 0.536 2.846
H 1.451 1.763 3.341
H 2.821 -0.902 3.407
H 2.657 0.255 4.774
H 3.629 2.710 3.868
H 5.329 2.132 3.453
H 4.595 1.709 4.997
H 2.383 0.037 1.215
H 2.433 1.735 1.158
C -1.401 -3.297 2.735
C -2.588 -3.986 2.088
C -2.420 -5.438 1.959
O -2.124 -5.980 3.216
C -1.803 -7.343 3.095
N -3.759 -3.525 2.848
H -0.479 -3.629 2.299
H -1.316 -3.562 3.780
H -1.540 -2.216 2.691
H -2.692 -3.624 1.051
H -1.570 -5.608 1.277
H -3.338 -5.930 1.550
H -2.596 -7.915 2.613
H -1.655 -7.740 4.094
H -0.907 -7.466 2.441
H -4.625 -3.835 2.449
H -3.703 -3.972 3.761
C 2.725 2.814 -1.862
C 3.462 3.404 -0.673
C 4.114 4.750 -1.118
O 5.137 4.474 -2.050
C 5.951 5.586 -2.299
N 2.613 3.630 0.453
H 3.399 2.612 -2.697
H 1.909 3.453 -2.219
H 2.242 1.867 -1.513
H 4.318 2.823 -0.308
H 4.474 5.323 -0.247
H 3.305 5.451 -1.496
H 6.408 5.908 -1.372
H 5.353 6.448 -2.649
H 6.749 5.344 -3.016
H 1.924 4.334 0.193
H 3.132 3.989 1.260
C -2.814 2.964 0.095
C -1.357 3.396 0.084
C -1.262 4.856 -0.314
O 0.098 5.277 -0.232
C 0.241 6.640 -0.456
N -0.636 3.101 1.323
H -2.784 1.937 0.434
H -3.184 3.091 -0.921
H -3.456 3.586 0.719
H -0.889 2.891 -0.742
H -1.789 5.370 0.453
H -1.657 5.059 -1.307
H -0.235 7.243 0.330
H -0.169 6.989 -1.390
H 1.323 6.850 -0.594
H 0.344 2.959 1.142
H -0.935 2.160 1.626
C 0.241 1.234 -3.389
O -0.836 0.540 -4.033
H 1.054 1.204 -4.154
H 0.017 2.264 -3.125
H 0.583 0.692 -2.497
H -1.563 0.571 -3.422
C -4.162 0.090 3.435
O -3.401 -0.600 2.449
H -3.474 0.401 4.261
H -4.618 0.972 2.972
H -5.013 -0.527 3.821
H -3.610 -1.566 2.520
C 2.630 -2.952 -0.422
O 2.343 -2.945 0.961
H 1.758 -2.622 -0.928
H 3.450 -2.287 -0.665
H 2.880 -3.954 -0.815
H 3.220 -3.095 1.394
C -4.358 0.020 -1.833
O -4.384 -0.176 -3.233
H -4.584 -0.850 -1.247
H -3.400 0.447 -1.446
H -5.093 0.763 -1.524
H -3.899 0.520 -3.607
C -0.874 -1.082 -0.196
O -0.317 0.189 -0.316
H -1.300 -1.380 -1.155
H -0.148 -1.812 0.162
H -1.620 -1.049 0.614
H 0.305 0.359 0.381
```

---

Density functional theory data (wB97M-V/def2-TZVPD) for a cluster of 14 separate species, C25H78O25 in total in a non-equilibrium geometry.

Values from the calculation:
- Total charge: 0
- Relative energy (zero: lowest compared OMol25 entry of this formula, charge and spin): 16.9 kcal per mole
- Gap between HOMO and LUMO: 9.543 eV

```
128
C25H78O25 wB97M-V/def2-TZVPD
O -1.241 -2.005 -3.572
H -0.439 -2.366 -3.972
H -1.200 -1.057 -3.755
O 3.314 -0.877 -2.038
H 4.301 -0.846 -2.016
H 3.092 -1.185 -2.924
C 0.467 -0.004 -0.851
C -0.596 0.574 0.039
O -1.571 -0.355 0.506
O 1.509 -0.605 -0.106
H 0.794 0.825 -1.498
H 0.041 -0.737 -1.549
H -1.137 1.341 -0.521
H -0.141 1.144 0.859
H -1.033 -0.867 1.137
H 2.198 -0.870 -0.774
C 0.801 -4.221 -2.025
C -0.196 -5.244 -1.459
O -0.528 -5.007 -0.085
O 2.125 -4.460 -1.663
H 0.390 -3.268 -1.658
H 0.559 -4.314 -3.085
H 0.070 -6.291 -1.626
H -1.116 -4.995 -2.023
H -1.127 -5.694 0.222
H 2.263 -4.342 -0.712
C 0.191 -3.905 3.528
C -1.162 -3.274 3.120
O -1.211 -2.830 1.775
O 0.714 -4.897 2.710
H -0.003 -4.296 4.540
H 0.815 -3.053 3.850
H -1.227 -2.329 3.667
H -1.987 -3.864 3.532
H -1.341 -3.534 1.125
H 1.029 -4.470 1.884
C -4.570 1.191 -2.781
C -3.116 1.231 -2.322
O -2.324 1.657 -3.429
O -4.842 0.129 -3.694
H -4.829 2.168 -3.188
H -5.229 1.039 -1.915
H -2.811 0.239 -1.958
H -2.974 1.951 -1.517
H -2.467 1.075 -4.184
H -5.165 -0.595 -3.148
C 2.421 2.046 2.932
C 2.779 0.681 3.532
O 1.711 -0.223 3.257
O 2.980 2.241 1.628
H 2.828 2.814 3.590
H 1.341 2.163 2.834
H 2.799 0.933 4.599
H 3.770 0.272 3.335
H 1.838 -0.635 2.392
H 2.522 1.665 1.005
C -2.505 4.864 -1.759
C -3.697 5.141 -0.850
O -4.048 4.043 -0.025
O -1.265 4.601 -1.113
H -2.401 5.783 -2.338
H -2.708 4.003 -2.403
H -4.478 5.384 -1.586
H -3.521 6.099 -0.348
H -4.669 4.388 0.629
H -1.411 4.117 -0.278
C 6.279 0.529 -1.502
C 5.121 1.284 -0.903
O 5.570 2.530 -0.370
O 5.985 -0.840 -1.923
H 7.107 0.472 -0.780
H 6.709 0.990 -2.397
H 4.614 0.771 -0.078
H 4.327 1.456 -1.631
H 6.429 2.355 0.034
H 6.788 -1.177 -2.326
C -4.293 0.925 2.449
C -3.308 0.436 3.485
O -3.703 -0.912 3.810
O -5.640 0.944 2.952
H -4.287 0.332 1.540
H -4.064 1.991 2.307
H -3.367 0.954 4.451
H -2.238 0.502 3.261
H -3.572 -1.385 2.975
H -5.607 1.476 3.755
C -0.526 5.100 2.223
C -1.685 4.131 2.425
O -1.788 3.291 1.296
O -0.202 5.692 3.473
H -0.766 5.767 1.391
H 0.328 4.500 1.891
H -2.648 4.595 2.673
H -1.483 3.514 3.308
H -2.645 3.208 0.838
H -0.193 6.646 3.357
C -3.351 -2.725 -1.355
C -3.935 -3.598 -0.246
O -5.348 -3.571 -0.351
O -3.509 -3.439 -2.572
H -2.293 -2.511 -1.167
H -3.964 -1.815 -1.386
H -3.516 -3.252 0.701
H -3.533 -4.589 -0.486
H -5.734 -2.993 0.311
H -3.073 -2.977 -3.299
C 2.655 2.329 -4.286
C 1.742 3.205 -3.471
O 2.502 4.132 -2.691
O 3.223 2.998 -5.391
H 2.193 1.425 -4.681
H 3.433 1.981 -3.591
H 1.163 2.614 -2.749
H 1.029 3.767 -4.085
H 1.911 4.771 -2.288
H 3.289 3.945 -5.241
C 4.076 -4.321 2.390
C 3.242 -3.190 1.846
C 4.193 -2.084 1.356
O 2.336 -3.576 0.803
H 4.637 -4.025 3.273
H 4.802 -4.683 1.650
H 3.486 -5.211 2.629
H 2.646 -2.809 2.684
H 4.511 -2.314 0.341
H 5.008 -1.944 2.064
H 3.619 -1.155 1.365
H 1.944 -2.750 0.459
```

---

Density functional theory data (wB97M-V/def2-TZVPD) for a cluster of 15 separate species, C25H80N4O15 in total in a non-equilibrium geometry.

Values from the calculation:
- Total charge: 0
- Relative energy (zero: lowest compared OMol25 entry of this formula, charge and spin): 108.9 kcal per mole
- Gap between HOMO and LUMO: 9.533 eV

```
124
C25H80N4O15 wB97M-V/def2-TZVPD
C 6.965 6.323 -16.518
O 6.368 7.471 -17.043
H 6.347 5.918 -15.716
H 7.090 5.532 -17.257
H 7.922 6.603 -16.078
H 5.424 7.363 -16.906
C 9.512 14.366 -26.557
O 10.697 14.928 -25.994
H 9.409 13.294 -26.391
H 8.636 14.858 -26.135
H 9.516 14.581 -27.626
H 10.762 15.838 -26.292
C 7.817 16.602 -19.068
O 6.864 16.635 -18.013
H 8.340 15.646 -19.056
H 7.263 16.705 -20.000
H 8.657 17.297 -19.074
H 6.601 17.556 -17.943
C 0.837 5.337 -23.775
O 1.721 5.132 -24.902
H 1.206 6.096 -23.085
H -0.232 5.435 -23.962
H 0.900 4.430 -23.175
H 1.596 4.269 -25.302
C -0.554 12.173 -15.972
O -0.187 11.067 -15.187
H 0.149 12.987 -15.793
H -0.698 11.944 -17.028
H -1.488 12.412 -15.465
H 0.368 11.417 -14.485
C -2.256 21.247 -23.039
O -1.341 20.170 -23.179
H -2.124 21.939 -23.870
H -3.289 20.899 -23.022
H -2.125 21.690 -22.052
H -1.446 19.868 -24.084
C -2.313 11.001 -24.490
O -2.226 10.994 -23.118
H -2.590 10.042 -24.928
H -3.030 11.754 -24.817
H -1.337 11.024 -24.975
H -1.437 11.454 -22.822
C 1.638 14.065 -30.893
O 2.300 14.290 -29.650
H 2.266 13.471 -31.557
H 0.707 13.498 -30.899
H 1.500 15.017 -31.407
H 2.967 14.965 -29.796
C 5.155 12.971 -13.525
O 4.809 12.132 -12.743
N 5.885 12.733 -14.616
N 5.052 14.251 -13.368
H 6.144 11.809 -14.931
H 6.073 13.552 -15.176
H 5.395 14.904 -14.057
H 4.675 14.541 -12.477
C 9.290 7.660 -22.359
O 10.393 7.364 -21.904
N 9.103 8.717 -23.084
N 8.240 6.880 -22.313
H 9.942 9.251 -23.258
H 8.352 8.648 -23.757
H 8.362 5.977 -21.877
H 7.344 7.154 -22.690
C 2.686 11.942 -21.195
C 2.650 13.484 -21.179
C 3.321 14.156 -22.339
O 1.305 13.828 -21.323
H 3.692 11.525 -21.228
H 2.110 11.585 -22.049
H 2.232 11.657 -20.246
H 3.023 13.708 -20.179
H 2.893 13.943 -23.319
H 4.383 13.927 -22.432
H 3.207 15.210 -22.090
H 1.252 14.786 -21.329
C 5.036 20.341 -24.682
C 5.507 21.715 -25.210
C 6.554 22.420 -24.322
O 6.136 21.598 -26.403
H 5.929 19.717 -24.636
H 4.241 19.848 -25.241
H 4.712 20.439 -23.646
H 4.623 22.343 -25.321
H 7.320 21.681 -24.088
H 6.127 22.710 -23.362
H 6.896 23.351 -24.776
H 6.452 22.473 -26.642
C 2.778 22.459 -18.669
C 2.957 21.375 -17.615
C 2.356 20.039 -17.987
O 4.330 21.188 -17.406
H 3.339 23.364 -18.437
H 1.744 22.728 -18.882
H 3.190 22.052 -19.593
H 2.508 21.684 -16.671
H 2.886 19.646 -18.855
H 1.355 20.161 -18.401
H 2.290 19.297 -17.192
H 4.730 21.800 -16.784
C 1.682 3.760 -17.238
C 0.682 4.975 -17.366
C -0.718 4.856 -16.711
O 1.364 6.041 -16.809
H 1.870 3.420 -16.220
H 2.654 4.058 -17.631
H 1.321 2.933 -17.849
H 0.473 5.160 -18.419
H -1.335 4.133 -17.245
H -1.286 5.786 -16.686
H -0.548 4.563 -15.675
H 0.744 6.755 -16.645
C -5.867 16.154 -22.514
C -7.110 16.950 -22.849
C -8.197 16.054 -23.495
O -7.771 17.428 -21.682
H -5.114 16.858 -22.160
H -5.363 15.605 -23.310
H -6.089 15.395 -21.763
H -6.928 17.687 -23.631
H -7.843 15.504 -24.368
H -8.997 16.639 -23.949
H -8.582 15.252 -22.866
H -7.754 16.857 -20.911
```